170
Properties=species:S:1:pos:R:3 method="wB97M-V/def2-TZVPD" gap_ev=5.725 homo_energy_ha=-0.159 total_charge=-1 lumo_energy_ha=0.052
C -2.66437 -3.37997 2.79782
C -2.88981 -3.52616 1.17935
C -2.64447 -2.15186 0.31916
C -1.13561 -1.52221 0.44096
P 0.12328 -2.20238 -0.83697
C 1.32099 -2.57087 0.60380
C 1.94699 -1.22591 1.33580
C 2.56923 -1.77077 2.78821
C 3.50422 -0.66324 3.55376
C 2.52390 0.18059 4.56780
C 1.97162 1.48294 3.70882
C 1.90430 2.77956 4.74218
C 1.19800 4.00347 3.87105
C -0.43306 3.65537 3.88047
C -1.18239 5.11885 3.61555
O -2.04192 4.93167 2.41004
C -1.22583 4.83976 1.18731
C 1.25393 -3.30300 -1.93584
C 1.11271 -4.93273 -1.58946
O 0.00449 -5.65494 -1.88193
I 2.75621 -6.10959 -0.65404
O -0.90936 -2.02449 -2.27116
C -0.53036 -0.89779 -3.18759
C 0.41134 0.13357 -2.30331
C -0.45332 1.48816 -1.97875
C -2.06309 1.25462 -1.77310
C -2.97963 1.66793 -3.09222
C -4.26926 0.60845 -3.18787
O -3.95899 -0.56693 -4.02346
C -5.03570 -1.56543 -3.84456
C 1.73534 0.68547 -3.15070
O 3.02150 0.32737 -2.53280
C 3.46219 1.31739 -1.53779
C 4.09868 2.69423 -2.15993
O 0.95394 -0.66523 -1.15455
H -1.64487 -3.93842 3.06172
H -3.56808 -3.72203 3.45785
H -2.44151 -2.23042 3.02314
H -2.29081 -4.45633 0.73332
H -4.03902 -3.81068 1.02648
H -3.38146 -1.33520 0.78306
H -3.02196 -2.33916 -0.77230
H -1.14493 -0.33339 0.33022
H -0.79103 -1.70850 1.56871
H -0.54474 -3.47793 -0.55204
H 0.79536 -3.20002 1.47153
H 2.26770 -3.22887 0.29554
H 1.14353 -0.41992 1.62185
H 2.77827 -0.68400 0.71282
H 3.27574 -2.67913 2.48430
H 1.67738 -2.18255 3.42654
H 4.17587 -0.00691 2.85564
H 4.24477 -1.28336 4.25542
H 1.58727 -0.48657 4.88538
H 3.08281 0.47589 5.56556
H 0.94084 1.24658 3.20404
H 2.81489 1.69994 2.89286
H 1.22437 2.44264 5.64229
H 3.00976 3.00298 5.05627
H 1.43644 5.07396 4.28027
H 1.53141 3.87113 2.74307
H -0.69740 3.23282 4.95610
H -0.71479 2.84227 3.07581
H -1.80173 5.34056 4.59233
H -0.37087 5.97004 3.43860
H -1.93885 5.07961 0.27233
H -0.80018 3.75310 0.99954
H -0.30024 5.56526 1.17906
H 0.99794 -3.22934 -3.09957
H 2.39316 -2.95330 -1.86310
H -1.35470 -0.45690 -3.89167
H 0.22637 -1.37054 -3.97889
H -0.34585 2.31777 -2.82985
H -0.00516 1.99401 -1.00440
H -2.36965 0.19049 -1.39530
H -2.39996 2.01261 -0.91474
H -3.42209 2.76813 -3.01998
H -2.29151 1.62287 -4.03782
H -5.17282 1.16233 -3.71206
H -4.56178 0.18072 -2.11672
H -4.97065 -2.16716 -2.83754
H -6.05026 -0.95476 -3.84397
H -5.04929 -2.29156 -4.77500
H 1.71908 1.84028 -3.33964
H 1.73809 0.17977 -4.23188
H 4.30478 0.77718 -0.88734
H 2.54362 1.49043 -0.80801
H 4.35896 3.41144 -1.24234
H 3.27486 3.27517 -2.78958
H 5.05955 2.53924 -2.81215
C 0.65090 7.37310 -0.97408
C 1.88034 7.94378 -1.59417
O 2.44440 6.84726 -2.27706
C 1.38659 6.05714 -2.61388
O 1.43623 5.16381 -3.44295
O 0.25986 6.39293 -1.91446
F 2.75430 8.35048 -0.64630
H 0.84670 6.89288 -0.00949
H -0.13363 8.12271 -0.83990
H 1.68992 8.75896 -2.30039
C 0.25092 7.83374 7.41827
C 1.64031 7.75434 6.88441
O 1.45185 7.47978 5.51474
C 0.25348 8.04737 5.20100
O -0.12523 8.26085 4.06132
O -0.47006 8.35581 6.32029
F 2.31119 6.71932 7.43785
H -0.15644 6.85323 7.68672
H 0.17599 8.49432 8.28627
H 2.21850 8.67746 6.99871
C 5.99495 5.14715 -4.37286
C 7.07906 4.26245 -3.85931
O 8.25139 4.83265 -4.39539
C 7.97298 6.16026 -4.52430
O 8.81799 7.02344 -4.69391
O 6.63074 6.40816 -4.43255
F 6.95203 3.00927 -4.35030
H 5.65600 4.86384 -5.37497
H 5.12983 5.17551 -3.70490
H 7.15186 4.22952 -2.76701
C -3.57879 -7.42288 0.00215
C -4.81012 -8.15166 0.41976
O -5.16601 -7.52898 1.63323
C -4.70695 -6.25072 1.52375
O -5.05775 -5.33323 2.24695
O -3.81038 -6.11994 0.49879
F -4.53886 -9.45187 0.67184
H -2.67037 -7.82933 0.45926
H -3.45028 -7.41150 -1.08355
H -5.63999 -8.07471 -0.29081
C -1.86066 12.12315 0.34901
C -0.63122 12.69382 -0.27108
O -0.06716 11.59730 -0.95398
C -1.12496 10.80718 -1.29079
O -1.07532 9.91385 -2.11987
O -2.25169 11.14298 -0.59137
F 0.24275 13.10052 0.67678
H -1.66485 11.64292 1.31360
H -2.64518 12.87275 0.48318
H -0.82163 13.50900 -0.97730
C -10.00138 -3.87973 -3.79932
C -9.19090 -2.63388 -3.68674
O -7.97195 -3.08212 -3.13889
C -7.83970 -4.36714 -3.57236
O -6.79568 -4.99700 -3.53802
O -9.01882 -4.86237 -4.05805
F -9.75620 -1.76783 -2.81609
H -10.52753 -4.12813 -2.87150
H -10.72982 -3.82991 -4.61313
H -9.00293 -2.13282 -4.64232
C 4.53175 -9.89213 0.85934
C 4.34483 -10.22285 2.30065
O 5.08532 -9.22517 2.96639
C 5.04573 -8.14301 2.13933
O 5.33407 -7.00853 2.48237
O 4.63566 -8.48260 0.87918
F 4.88964 -11.42479 2.59424
H 5.45072 -10.31792 0.44271
H 3.68619 -10.21430 0.24564
H 3.30274 -10.19363 2.63639
C 0.43549 -13.34299 -1.37787
C 1.90787 -13.51712 -1.53112
O 2.42864 -12.26091 -1.16012
C 1.53381 -11.75656 -0.26481
O 1.76659 -10.82097 0.48242
O 0.34493 -12.43240 -0.30057
F 2.23426 -13.74892 -2.82239
H -0.03374 -12.90385 -2.26464
H -0.07198 -14.28205 -1.14116
H 2.33655 -14.29664 -0.89229